1.
4 unconnected molecules or ions with the total composition C16H40NO7, computed with the ωB97M-V functional and the def2-TZVPD basis.

M in u: 358.5
LUMO level in eV: 2.095
Strongest force on any atom in eV/Å: 2.67

The geometry in ORCA input format:
```
! RIJCOSX wB97M-V def2-TZVPD def2/J DEFGRID3
* xyz -1 1
C 1.698 1.302 -2.075
C 1.483 2.113 -0.745
O 2.684 2.635 -0.240
C 3.036 2.085 1.041
C 3.010 3.223 2.152
N 1.917 3.078 3.105
H 1.842 2.056 -2.867
H 2.591 0.658 -2.018
H 0.806 0.700 -2.329
H 0.893 1.532 -0.019
H 0.862 2.983 -1.043
H 2.444 1.209 1.346
H 4.109 1.768 0.959
H 3.979 3.233 2.734
H 2.958 4.218 1.658
H 2.126 2.205 3.601
C 8.705 4.618 4.171
O 9.459 3.415 4.159
C 8.778 2.342 4.795
C 8.154 1.400 3.781
O 7.105 2.033 3.071
C 7.493 2.447 1.772
H 9.183 5.321 3.489
H 7.677 4.455 3.841
H 8.705 5.051 5.177
H 8.021 2.718 5.489
H 9.524 1.790 5.376
H 7.713 0.552 4.316
H 8.913 1.008 3.095
H 7.575 1.574 1.115
H 8.446 2.983 1.783
H 6.718 3.104 1.380
C -4.988 -1.147 -0.204
O -3.845 -1.568 0.517
C -2.694 -1.694 -0.311
C -1.761 -0.506 -0.155
O -2.350 0.685 -0.656
C -2.849 1.523 0.377
H -5.757 -0.866 0.516
H -4.772 -0.283 -0.837
H -5.367 -1.970 -0.819
H -2.982 -1.825 -1.359
H -2.168 -2.598 0.010
H -0.860 -0.689 -0.748
H -1.458 -0.382 0.888
H -2.020 2.008 0.901
H -3.457 0.964 1.094
H -3.470 2.292 -0.084
C -7.498 -5.807 -5.389
O -8.445 -5.431 -4.403
C -7.975 -5.657 -3.080
C -7.505 -4.368 -2.429
O -6.342 -3.859 -3.068
C -6.636 -2.781 -3.943
H -7.834 -5.409 -6.346
H -6.506 -5.406 -5.172
H -7.446 -6.898 -5.463
H -7.179 -6.407 -3.072
H -8.818 -6.052 -2.505
H -7.231 -4.580 -1.391
H -8.305 -3.622 -2.421
H -6.863 -1.881 -3.362
H -7.475 -3.011 -4.603
H -5.753 -2.588 -4.553
*
```


2.
A molecular structure, C16H41FN3O8PS, computed with the ωB97M-V functional and the def2-TZVPD basis.

M in u: 485.6
LUMO level in eV: 0.298
Strongest force on any atom in eV/Å: 5.79

The geometry in ORCA input format:
```
! RIJCOSX wB97M-V def2-TZVPD def2/J DEFGRID3
* xyz 0 1
C 0.225 -3.694 -2.130
C 1.486 -3.098 -2.831
C 2.504 -2.423 -1.860
C 1.831 -1.452 -0.824
N 1.797 -2.031 0.561
P 2.923 -1.262 1.699
O 2.872 0.411 1.578
O 4.474 -1.854 1.444
S 0.248 -1.826 1.293
O -0.829 -2.271 0.400
O 0.241 -2.599 2.552
F 0.043 -0.259 1.724
H -0.595 -2.954 -2.061
H -0.165 -4.537 -2.727
H 0.412 -4.053 -1.102
H 1.963 -3.938 -3.380
H 1.150 -2.398 -3.623
H 3.162 -3.164 -1.365
H 3.178 -1.822 -2.506
H 2.432 -0.516 -0.833
H 0.819 -1.168 -1.178
H 2.473 0.666 2.421
H 4.752 -2.110 2.323
C -1.439 3.642 6.824
O -0.228 4.380 6.791
C 0.524 4.323 7.997
C 1.753 3.434 7.853
N 1.393 2.024 7.754
C 2.469 1.146 7.291
C 3.132 1.434 5.940
O 2.308 1.188 4.808
C 1.362 2.211 4.524
H -2.046 3.960 5.977
H -1.259 2.568 6.723
H -1.998 3.835 7.744
H -0.094 4.021 8.848
H 0.865 5.344 8.193
H 2.402 3.577 8.722
H 2.295 3.779 6.965
H 0.613 1.923 7.120
H 2.051 0.137 7.245
H 3.248 1.129 8.059
H 3.968 0.737 5.843
H 3.572 2.435 5.884
H 1.755 3.207 4.735
H 0.436 2.036 5.072
H 1.117 2.158 3.461
C -1.528 1.566 -7.382
O -2.699 1.496 -6.587
C -3.826 0.938 -7.254
C -4.126 -0.475 -6.769
N -3.115 -1.428 -7.215
C -3.148 -2.723 -6.532
C -3.016 -2.761 -5.005
O -1.730 -2.421 -4.508
C -1.458 -1.032 -4.460
H -0.825 2.231 -6.881
H -1.050 0.587 -7.482
H -1.744 1.972 -8.374
H -3.713 0.974 -8.342
H -4.678 1.573 -6.997
H -5.103 -0.785 -7.152
H -4.190 -0.431 -5.676
H -2.198 -1.027 -7.080
H -2.330 -3.316 -6.948
H -4.078 -3.230 -6.809
H -3.176 -3.798 -4.700
H -3.791 -2.178 -4.495
H -2.341 -0.446 -4.198
H -1.036 -0.692 -5.408
H -0.698 -0.868 -3.694
*
```


3.
A molecular structure, C16H41FO14P4Si2, computed with the ωB97M-V functional and the def2-TZVPD basis.

M in u: 656.6
LUMO level in eV: -1.869
Strongest force on any atom in eV/Å: 9.53

The geometry in ORCA input format:
```
! RIJCOSX wB97M-V def2-TZVPD def2/J DEFGRID3
* xyz 0 1
C 4.221 -1.663 2.575
C 4.623 -1.661 1.415
Si 4.934 -1.559 -0.449
O 3.497 -1.505 -1.404
Si 2.549 -0.095 -1.149
F 2.471 0.428 0.459
C 0.746 -0.577 -1.657
O 0.005 -0.847 -0.432
O -1.251 -1.211 -0.847
P 3.355 1.561 -2.381
C 3.769 2.987 -1.190
O 4.872 1.070 -3.048
P 6.006 -3.434 -1.067
O 6.163 -3.245 -2.779
O 4.866 -4.723 -0.916
H 3.821 -1.483 3.609
H 5.856 -0.448 -0.761
H 0.827 -1.544 -2.259
H 0.248 0.213 -2.296
H -1.211 -1.987 -1.454
H 2.774 3.317 -0.746
H 4.417 2.612 -0.335
H 4.240 3.865 -1.734
H 4.882 0.101 -3.176
H 5.327 -2.789 -3.026
H 4.046 -4.298 -0.581
O -1.688 -6.697 -1.222
P -3.041 -7.205 -0.749
O -3.950 -6.403 -1.882
C -3.693 -6.653 -3.260
C -4.242 -7.999 -3.694
O -3.162 -6.154 0.529
C -1.999 -5.839 1.295
C -1.493 -4.458 0.923
O -4.438 -7.957 -0.170
C -5.626 -7.215 0.122
C -6.694 -7.493 -0.920
H -2.623 -6.590 -3.472
H -4.180 -5.856 -3.828
H -3.847 -8.808 -3.072
H -3.987 -8.199 -4.736
H -5.329 -8.023 -3.598
H -1.223 -6.596 1.159
H -2.284 -5.856 2.350
H -1.373 -4.348 -0.156
H -0.534 -4.251 1.404
H -2.210 -3.695 1.236
H -5.448 -6.144 0.204
H -5.977 -7.564 1.097
H -6.493 -6.936 -1.836
H -7.673 -7.171 -0.555
H -6.734 -8.552 -1.177
O 2.388 6.755 2.908
P 1.459 6.919 1.713
O 0.575 8.163 2.367
C 1.252 9.362 2.728
C 1.611 10.188 1.506
O 0.494 5.630 2.121
C 1.089 4.439 2.639
C 0.875 4.362 4.139
O 0.531 7.045 0.305
C -0.897 7.109 0.345
C -1.377 8.508 0.006
H 2.146 9.141 3.315
H 0.578 9.932 3.372
H 2.204 9.605 0.794
H 2.179 11.074 1.795
H 0.711 10.515 0.982
H 2.151 4.390 2.387
H 0.603 3.589 2.153
H 1.184 5.282 4.639
H 1.430 3.526 4.569
H -0.186 4.227 4.363
H -1.309 6.789 1.302
H -1.259 6.411 -0.415
H -1.258 9.174 0.862
H -2.441 8.494 -0.245
H -0.814 8.931 -0.826
*
```


4.
A molecular structure, C16H41N5O12V, computed with the ωB97M-V functional and the def2-TZVPD basis.

<S²>: 2.033
M in u: 546.5
LUMO level (spin up / spin down) in eV: -2.637 / -6.970
Strongest force on any atom in eV/Å: 6.42

The geometry in ORCA input format:
```
! RIJCOSX wB97M-V def2-TZVPD def2/J DEFGRID3
* xyz 1 3
O 8.704 19.008 19.439
V 7.335 19.746 19.290
N 6.461 18.301 16.421
O 5.925 19.163 15.717
O 6.987 17.348 15.878
O 6.572 18.379 17.623
N 7.625 22.360 21.423
O 7.750 23.411 20.854
O 7.501 22.409 22.604
O 7.574 21.326 20.738
C 12.109 13.972 23.218
O 12.384 15.032 22.352
C 11.238 15.969 22.130
C 11.452 16.929 21.029
N 12.247 18.178 21.289
C 13.364 17.961 22.236
C 14.171 19.276 22.449
O 13.359 20.411 22.708
C 14.090 21.682 22.645
H 12.865 13.188 23.176
H 11.119 13.545 23.060
H 12.130 14.208 24.282
H 10.996 16.442 23.082
H 10.269 15.548 21.861
H 10.544 17.340 20.587
H 12.010 16.245 20.389
H 11.611 18.951 21.425
H 13.886 17.008 22.145
H 12.825 17.973 23.183
H 14.867 19.415 21.622
H 14.920 19.250 23.240
H 14.535 21.860 23.624
H 13.472 22.569 22.509
H 14.760 21.605 21.788
C 10.067 20.008 22.520
O 9.143 19.199 21.900
C 8.332 18.386 22.743
C 7.229 17.671 21.862
N 6.486 18.295 20.748
C 5.425 19.125 21.358
C 4.451 19.668 20.251
O 5.211 20.551 19.310
C 4.420 21.271 18.328
H 10.385 19.714 23.521
H 9.466 20.894 22.722
H 10.843 20.440 21.888
H 7.934 18.900 23.619
H 8.934 17.554 23.107
H 6.505 17.248 22.559
H 7.796 16.901 21.340
H 5.991 17.474 20.430
H 5.847 19.827 22.077
H 4.809 18.589 22.081
H 3.658 20.272 20.693
H 3.980 18.828 19.740
H 3.563 21.807 18.737
H 3.919 20.526 17.710
H 5.035 21.898 17.683
C 8.821 21.690 15.486
C 8.960 21.045 16.882
C 10.022 21.741 17.686
O 10.319 21.019 18.885
C 11.617 21.391 19.430
N 7.675 21.185 17.481
H 8.857 22.777 15.411
H 7.908 21.310 15.030
H 9.495 21.400 14.679
H 9.116 19.967 16.901
H 9.685 22.708 18.060
H 10.892 21.992 17.079
H 12.264 20.565 19.728
H 11.648 22.200 20.161
H 12.218 21.775 18.606
H 7.008 21.005 16.745
H 7.594 22.184 17.607
*
```


5.
A molecular structure, C16H41NNbO8, computed with the ωB97M-V functional and the def2-TZVPD basis.

M in u: 468.4
LUMO level in eV: 2.300
Strongest force on any atom in eV/Å: 2.18

The geometry in ORCA input format:
```
! RIJCOSX wB97M-V def2-TZVPD def2/J DEFGRID3
* xyz -1 1
N 7.131 1.363 3.001
C 6.166 2.006 2.084
Nb 4.844 3.585 3.087
C 2.910 2.340 3.220
C 1.647 3.135 3.148
O 0.399 2.408 3.506
C 0.438 1.084 3.390
O 0.510 0.474 2.351
H 8.060 1.382 2.622
H 7.146 1.824 3.894
H 6.662 2.410 1.209
H 5.479 1.245 1.712
H 5.279 2.988 4.795
H 6.360 4.614 3.259
H 4.485 4.250 1.411
H 4.040 5.084 3.795
H 2.955 1.660 2.377
H 2.987 1.773 4.141
H 1.506 3.527 2.152
H 1.666 3.974 3.821
H 0.349 0.553 4.342
C 1.309 -2.729 -5.323
O 1.628 -1.882 -4.249
C 0.900 -0.669 -4.294
C 0.958 0.054 -2.968
O 0.060 -0.452 -1.999
C 0.461 -1.628 -1.308
C 1.483 -1.385 -0.223
O 2.786 -1.275 -0.774
C 3.675 -0.641 0.126
H 1.536 -2.257 -6.287
H 1.911 -3.629 -5.222
H 0.248 -3.009 -5.304
H -0.150 -0.869 -4.546
H 1.331 -0.023 -5.073
H 0.631 1.081 -3.145
H 1.981 0.085 -2.586
H 0.804 -2.397 -2.004
H -0.451 -1.991 -0.828
H 1.463 -2.232 0.478
H 1.226 -0.476 0.326
H 3.350 0.381 0.346
H 4.653 -0.604 -0.348
H 3.756 -1.198 1.066
C -3.178 -0.192 2.208
O -3.961 -0.201 1.034
C -3.135 -0.218 -0.120
C -3.927 -0.609 -1.343
O -4.154 -2.008 -1.461
C -5.174 -2.559 -0.649
C -6.571 -2.332 -1.179
O -7.031 -1.030 -0.866
C -8.129 -0.652 -1.657
H -2.525 0.687 2.239
H -3.851 -0.169 3.063
H -2.559 -1.094 2.271
H -2.311 -0.927 0.016
H -2.706 0.781 -0.273
H -3.327 -0.347 -2.217
H -4.865 -0.051 -1.391
H -5.091 -2.214 0.384
H -4.992 -3.636 -0.663
H -7.250 -3.068 -0.724
H -6.569 -2.483 -2.266
H -7.861 -0.626 -2.720
H -8.429 0.347 -1.346
H -8.977 -1.336 -1.519
*
```


6.
3 unconnected molecules or ions with the total composition C16H42N2O10P3, computed with the ωB97M-V functional and the def2-TZVPD basis.

M in u: 515.4
LUMO level in eV: -3.114
Strongest force on any atom in eV/Å: 8.57

The geometry in ORCA input format:
```
! RIJCOSX wB97M-V def2-TZVPD def2/J DEFGRID3
* xyz 1 1
O 4.770 0.783 2.095
P 3.703 1.965 1.691
O 4.494 2.837 0.536
N 2.424 1.226 0.774
C 2.103 -0.146 1.179
C 0.809 -0.247 2.042
N 0.696 0.991 2.872
C 0.348 2.109 1.946
C 1.258 2.097 0.682
H 5.649 1.096 1.819
H 4.203 2.454 -0.316
H 2.926 -0.686 1.649
H 1.860 -0.704 0.264
H 0.818 -1.178 2.606
H -0.031 -0.241 1.347
H -0.077 0.860 3.526
H 1.573 1.160 3.375
H -0.679 1.979 1.600
H 0.412 3.071 2.456
H 0.664 1.739 -0.165
H 1.619 3.099 0.438
O -4.733 -4.484 3.437
P -3.804 -3.329 3.651
O -4.652 -2.244 2.726
C -6.016 -1.962 3.028
C -6.148 -0.998 4.192
O -2.607 -3.685 2.597
C -2.401 -5.026 2.141
C -3.134 -5.273 0.838
O -2.857 -2.021 4.146
C -2.923 -1.543 5.494
C -3.119 -2.641 6.518
H -6.565 -2.885 3.227
H -6.446 -1.513 2.132
H -5.838 -1.476 5.127
H -7.182 -0.674 4.311
H -5.519 -0.119 4.040
H -2.690 -5.746 2.906
H -1.327 -5.147 1.982
H -4.183 -4.988 0.909
H -3.076 -6.325 0.557
H -2.697 -4.675 0.037
H -3.714 -0.792 5.575
H -1.978 -1.029 5.694
H -4.091 -3.131 6.390
H -3.080 -2.235 7.528
H -2.346 -3.406 6.416
O 3.253 1.722 -3.529
P 2.341 2.123 -4.646
O 3.315 2.938 -5.674
C 4.487 2.310 -6.191
C 4.157 1.360 -7.327
O 1.547 3.379 -3.959
C 1.615 3.603 -2.562
C 2.724 4.583 -2.224
O 1.086 2.011 -5.724
C 0.718 0.746 -6.292
C 0.866 -0.415 -5.332
H 5.030 1.791 -5.398
H 5.130 3.109 -6.559
H 3.616 0.484 -6.954
H 5.067 1.008 -7.813
H 3.528 1.851 -8.071
H 1.734 2.660 -2.024
H 0.655 4.026 -2.254
H 3.671 4.286 -2.674
H 2.860 4.662 -1.142
H 2.486 5.572 -2.615
H 1.300 0.573 -7.201
H -0.326 0.832 -6.598
H 1.917 -0.572 -5.059
H 0.497 -1.335 -5.784
H 0.309 -0.227 -4.411
*
```